The following is a quantum chemistry calculation of a molecular structure, C37H37CoF5P2, from the OMol25 dataset.

Calculated values
ΔE to the lowest compared entry with this formula, charge and spin (kcal per mole): 0.0
Spin multiplicity: 4
Kohn-Sham gap (spin up / spin down) (eV): 6.71 / 5.54
Charge: 0
Highest occupied orbital energy (spin up / spin down) (Ha): -0.2410 / -0.2405
Max |F| (eV Å⁻¹): 7.5
Expectation value of S²: 3.79

```
82
Properties=species:S:1:pos:R:3:forces:R:3
Co -0.26157 4.23790 -2.26991 2.8 -4.0 5.6
C 0.00066 5.93768 -3.03517 -0.7 2.7 0.5
C -0.92432 5.94790 -1.93228 0.2 2.6 -1.2
C -2.41017 5.91590 -2.15091 -0.5 0.0 -0.2
C -2.80823 4.76984 -3.12262 -0.6 0.2 0.0
C -1.83689 3.61027 -3.08222 -0.7 -0.7 -2.4
C -0.66587 3.51381 -3.91796 -2.3 -0.9 -1.9
C -0.44834 4.48982 -5.04420 0.5 0.3 -0.1
C -0.42596 5.94301 -4.49272 0.2 -0.2 -0.5
C -1.54807 -0.46590 -0.10265 0.6 -0.5 0.2
H 0.97408 6.42281 -2.87658 -0.3 -0.6 0.2
H -0.59288 6.41409 -0.99229 0.1 -0.4 -0.3
H -2.79998 6.88184 -2.51814 0.1 -0.2 0.1
H -2.89020 5.73991 -1.17881 0.0 0.0 -0.2
H -3.78880 4.40236 -2.79157 0.1 0.0 -0.3
H -2.92374 5.13714 -4.15313 -0.1 0.0 0.3
H -2.29812 2.65513 -2.81759 0.4 0.3 0.5
H -0.24944 2.51370 -4.08077 -0.1 0.1 0.1
H -1.20550 4.37950 -5.83342 0.0 0.0 0.1
H 0.52486 4.27178 -5.51233 -0.2 0.1 0.1
H 0.32407 6.49248 -5.08328 -0.4 0.1 0.3
H -1.39772 6.44314 -4.62118 0.3 -0.1 0.0
H -0.59098 0.00316 -0.36240 -0.4 -0.1 0.2
H -1.46387 -1.55887 -0.20919 -0.1 0.3 0.1
H -1.79945 -0.22372 0.93883 0.1 0.0 -0.3
P -0.98528 2.78937 -0.16671 -0.4 -0.3 -1.0
P -2.84007 0.08591 -1.20413 -0.5 1.0 -0.1
C -2.74159 2.63597 -0.05377 0.9 -0.1 0.0
C -3.43422 1.71209 -0.81828 -0.3 -0.2 0.0
C -0.64025 3.57451 1.40460 0.3 0.4 0.8
C -1.19442 4.83175 1.71190 0.4 -0.4 0.3
C -0.94300 5.40162 2.95680 0.1 0.0 0.2
C -0.14643 4.72953 3.89458 -0.1 -0.2 -0.3
C 0.40233 3.47365 3.58499 0.0 0.4 0.2
C 0.18039 2.90052 2.33802 -0.5 0.6 -0.3
C 1.68659 4.00769 -1.91126 -0.9 -0.5 -0.2
C 2.44741 3.35868 -2.87595 1.4 0.6 0.1
C 3.80458 3.72084 -3.01882 -0.4 -0.2 0.2
C 4.37713 4.63393 -2.12396 0.0 0.0 0.0
C 3.63477 5.11046 -1.03206 -0.3 -0.3 0.2
C 2.27459 4.77692 -0.91086 1.2 0.2 -0.5
C -4.27298 -1.01037 -0.92020 -0.1 -0.1 -0.1
C -4.79315 -1.05123 0.38562 -0.1 0.0 -0.3
C -5.98509 -1.72711 0.64023 0.1 -0.1 0.0
C -6.66217 -2.38066 -0.39502 0.4 0.2 -0.4
C -6.11373 -2.38406 -1.68737 0.0 0.1 0.4
C -4.91150 -1.71500 -1.95160 -0.1 0.1 0.3
C -2.25844 -0.16123 -2.90107 0.2 -0.4 -0.3
C -1.05736 -0.84704 -3.17084 -0.4 0.2 0.0
C -0.63156 -1.00571 -4.48706 0.0 0.0 -0.2
C -1.38831 -0.49153 -5.54181 -0.2 0.1 0.2
C -2.59080 0.17643 -5.27797 0.1 -0.2 0.0
C -3.02738 0.33619 -3.96528 0.1 -0.1 0.0
H -3.26358 3.30588 0.64595 -0.1 -0.1 -0.6
H -4.47439 1.91272 -1.10353 0.2 -0.4 0.4
H -1.82042 5.34690 0.97632 0.3 -0.2 0.2
H -1.37250 6.37917 3.19675 0.2 -0.3 0.0
H 0.05179 5.18520 4.86504 -0.1 -0.1 -0.2
H 1.00776 2.94798 4.32489 -0.1 0.2 -0.2
H 0.62097 1.93753 2.06505 -0.2 0.3 0.1
H 1.98791 2.59723 -3.51640 0.2 0.5 -0.1
H 4.39898 3.30719 -3.83536 0.0 0.1 0.2
H 5.41273 4.96323 -2.26468 -0.4 -0.2 0.1
H 4.10288 5.74467 -0.27731 0.0 -0.1 -0.2
H 1.67052 5.13921 -0.07184 0.2 0.1 -0.3
H -4.26363 -0.53415 1.18975 -0.3 -0.1 -0.2
H -6.38855 -1.74073 1.65376 0.1 0.0 -0.3
H -7.60990 -2.88818 -0.19933 0.3 0.2 -0.1
H -6.62837 -2.90723 -2.49162 0.1 0.1 0.2
H -4.47544 -1.73665 -2.95392 -0.2 0.1 0.3
H -0.46510 -1.27205 -2.36138 -0.1 0.2 -0.2
H 0.29544 -1.54611 -4.69311 -0.3 0.2 0.1
H -1.05220 -0.61993 -6.57307 -0.1 0.1 0.4
H -3.19588 0.56196 -6.09904 0.2 -0.1 0.2
H -3.97743 0.84036 -3.76994 0.3 0.0 0.0
F 2.94772 1.35711 0.03035 -1.0 -1.0 -0.5
C 2.26230 0.42748 -0.66434 1.7 1.4 -0.5
F 2.76723 0.34556 -1.90881 -0.7 -0.2 1.1
C 2.21269 -0.89718 0.05812 -0.2 -0.6 0.5
F 3.45877 -1.35645 0.32005 -0.9 0.1 -0.1
F 1.55038 -0.75720 1.24127 0.6 -0.2 -1.1
F 1.57017 -1.82332 -0.70496 0.4 0.7 0.7
```
Positions in Å, forces in eV/Å.